# 1
This record from OMol25 describes a single C5H8N2 molecule. The level of theory is ωB97M-V/def2-TZVPD.

Output
* highest occupied orbital energy (spin up / spin down): -6.797 / -6.984 eV
* frontier orbital gap (spin up / spin down): 7.6035 / 7.8386 eV
* ΔE to the lowest compared entry with this formula, charge and spin: 374.63 kJ/mol
* calculated total energy: -304.69281 Eh
* LUMO level (spin up / spin down): 0.81 / 0.86 eV
* F_max: 0.583 eV/Å

```
15
Properties=species:S:1:pos:R:3:forces:R:3
C 1.56618 0.15516 -0.87961 0.2 0.1 -0.4
N 0.35473 0.51551 -0.48561 0.0 -0.1 -0.1
C 0.09686 1.52554 0.40390 0.4 -0.3 0.3
C -0.36501 0.66419 1.55283 -0.2 0.0 0.3
C -1.20448 -0.37543 0.84365 0.1 -0.1 -0.3
C -0.73588 -0.43916 -0.40524 0.0 -0.1 0.4
N -1.02443 -1.20814 -1.51801 0.1 -0.1 0.0
H 1.73055 -0.67429 -1.55399 -0.2 0.2 -0.1
H 2.38845 0.73928 -0.48689 -0.1 -0.1 -0.3
H 0.58149 0.11577 1.79964 -0.2 0.1 0.5
H 0.94698 2.19051 0.54749 0.0 -0.1 0.0
H -0.75167 1.11454 2.46653 -0.2 0.1 -0.3
H -1.94427 -1.01887 1.29936 0.0 0.1 -0.1
H -0.35414 -1.14288 -2.27092 -0.1 0.0 0.1
H -1.28535 -2.16171 -1.31313 0.0 0.1 -0.1
```
Forces are in eV/Å.

---

# 2
This record from OMol25 describes C5H8N as an isolated structure at a distorted geometry. The level of theory is ωB97M-V/def2-TZVPD.

Output
* highest occupied orbital energy: -13.968 eV
* total charge: +1
* frontier orbital gap: 9.2838 eV
* ΔE to the lowest compared entry with this formula, charge and spin: 775.00 kJ/mol
* calculated total energy: -249.52996 Eh
* LUMO level: -4.68 eV
* F_max: 6.493 eV/Å

```
14
Properties=species:S:1:pos:R:3:forces:R:3
C 0.87549 -2.29699 0.51725 0.4 -0.3 -0.1
C 0.53108 -1.10248 0.21289 0.1 -0.2 -0.4
C -0.46489 -0.09528 0.48456 -4.4 0.0 -1.0
C 0.58231 0.24857 -0.48992 1.1 -1.9 -2.4
C -2.35311 -0.33848 -0.14476 2.1 -1.7 5.9
N 1.83595 0.91643 -0.10532 3.6 0.6 2.9
H -0.53454 0.37674 1.44938 0.2 0.2 0.2
H 0.63867 0.18466 -1.63353 -1.2 0.3 1.8
H -2.72212 -1.31021 -0.43563 0.8 -0.3 -0.3
H -2.25347 0.38467 -0.79675 -0.2 3.4 -3.6
H -2.90892 -0.02410 0.78665 0.7 -0.2 -1.1
H 1.81882 1.97318 0.13058 -0.1 -2.0 -0.6
H 2.67796 0.71119 -0.72230 -1.6 0.6 -0.1
H 2.27677 0.37211 0.74690 -1.5 1.5 -1.1
```
Forces are in eV/Å.

---

Question: Among the records above, which one has the lowest F_max?
Answer: C5H8N2

---

Question: Which value of calculated total energy does entry 2 give?
Answer: -249.52996 Eh

---

Question: Number 1 is which compound?
Answer: C5H8N2

---

Question: The lowest F_max belongs to which entry?
Answer: C5H8N2